# 1
Formula: C3H6N3
Source: the OMol25 dataset
Level of theory: ωB97M-V with the def2-TZVPD basis set

Structure (XYZ):
```
12
Properties=species:S:1:pos:R:3:nbo_charge:R:1
C 1.06513 0.14025 -3.64446 0.3184
C -0.17044 0.12351 2.27582 -0.5925
C -0.67985 -0.15614 0.83010 -0.4093
N 0.16423 0.24526 -0.12412 0.1040
N -0.27601 -0.49238 -1.75307 0.0927
N 0.44826 -0.14925 -2.65055 -0.1068
H 1.90742 0.47954 -4.34530 0.3340
H -0.32352 1.16972 2.49835 0.2317
H -0.71984 -0.37489 3.09537 0.2625
H 0.94401 -0.01316 2.31037 0.2380
H -1.62892 0.20816 0.77305 0.2627
H -0.73047 -1.18061 0.73443 0.2646
```

energy above the lowest of the compared OMol25 structures with the same formula, charge and spin	802.3	kJ/mol
LUMO (alpha / beta)	-5.87 / -7.58	eV
total charge	+1
E_tot	-281.6123	hartree
2S+1	1



# 2
Formula: C24H34ClFN3O3S
Source: the OMol25 dataset
Level of theory: ωB97M-V with the def2-TZVPD basis set

Structure (XYZ):
```
67
Properties=species:S:1:pos:R:3:nbo_charge:R:1
C -0.48208 4.58467 -3.28869 -0.6332
C 0.18454 3.12659 -3.37405 -0.4314
C -0.85005 1.89827 -3.35772 -0.2155
Cl -2.49348 2.26883 -2.63494 -0.0287
C -0.25512 0.61876 -2.56609 -0.0824
C 0.32607 0.86254 -1.14323 -0.0882
C 0.89831 -0.36135 -0.37590 -0.1834
S 1.60668 -0.10540 1.32442 -0.0258
C 0.83264 -1.79118 -1.04634 0.3663
C 1.43451 -2.99642 -0.17475 -0.5320
C 3.04609 -2.81208 -0.21887 0.1384
N 3.53283 -2.43561 -1.39413 -0.6364
N 0.24742 -1.97248 -2.37672 -0.3945
C 0.17772 -3.36196 -2.93594 0.2817
C 1.41676 -3.97781 -3.60563 -0.2349
C 1.51144 -5.42241 -4.20429 -0.1595
C 0.13904 -6.19120 -4.05665 -0.2145
C -0.99136 -5.41275 -3.34689 0.0242
N -1.03225 -4.09581 -2.82731 -0.4018
C -0.26369 -0.82548 -3.11991 0.6565
F -0.82408 -1.06349 -4.41232 -0.2876
H -0.90955 4.91664 -4.31214 0.2309
H -1.21541 4.73155 -2.42625 0.2334
H 0.38917 5.32371 -3.08842 0.2286
H 0.72746 3.07599 -4.39687 0.2378
H 1.01995 3.05932 -2.58837 0.2170
H -1.02343 1.54076 -4.43874 0.2532
H 0.32255 1.92755 -0.69838 0.2807
H 0.75049 -0.66539 2.27802 0.2290
H 1.04343 -2.83259 0.90212 0.2773
H 1.09596 -4.03348 -0.52175 0.2791
H 3.72032 -2.96053 0.69492 0.2130
H 4.56355 -2.31154 -1.32686 0.3619
H 2.37113 -3.33288 -3.63619 0.2624
H 2.44358 -5.87112 -4.67406 0.2620
H 0.00525 -7.26109 -4.43979 0.2590
H -1.97201 -6.01154 -3.21920 0.2299
C -5.83680 2.65580 -3.99120 -0.7242
C -6.02391 3.16716 -5.39523 0.5878
O -6.55081 4.24180 -5.61125 -0.5321
C -5.53307 2.29600 -6.52137 -0.7191
H -6.23670 3.38605 -3.28404 0.2381
H -6.37494 1.71386 -3.86359 0.2300
H -4.77309 2.51532 -3.78576 0.2245
H -6.05759 1.33817 -6.50631 0.2307
H -4.45605 2.13926 -6.42779 0.2203
H -5.73335 2.78992 -7.47467 0.2410
C -0.08496 -0.58913 6.47332 -0.7380
C -0.28134 -0.30151 5.01183 0.6314
O 0.06556 -1.10152 4.15453 -0.6044
C -0.92170 1.00974 4.64358 -0.7237
H 0.38652 -1.56750 6.58956 0.2354
H 0.56602 0.16767 6.91641 0.2798
H -1.05133 -0.60356 6.98212 0.2363
H -0.30845 1.83729 5.00619 0.2424
H -1.92463 1.06616 5.07144 0.2435
H -1.00050 1.08226 3.55606 0.2223
C 3.89093 1.66094 9.58014 -0.7227
C 3.48188 1.13785 8.22959 0.6104
O 2.32654 0.83018 7.99342 -0.5738
C 4.55517 1.00935 7.18181 -0.7211
H 3.01642 1.69997 10.23321 0.2403
H 4.63238 0.99546 10.02742 0.2365
H 4.29853 2.66913 9.48030 0.2356
H 5.32610 0.31512 7.52268 0.2366
H 4.99225 1.98867 6.97559 0.2349
H 4.11657 0.62053 6.25994 0.2292
```

LUMO	-4.32	eV
total charge	+1
E_tot	-2282.5987	hartree
2S+1	1



# 3
Formula: C3H5N3
Source: the OMol25 dataset
Level of theory: ωB97M-V with the def2-TZVPD basis set

Structure (XYZ):
```
11
Properties=species:S:1:pos:R:3:nbo_charge:R:1
N 2.12612 -0.60129 -1.15810 -0.8121
C -0.18563 -0.30150 -0.45087 0.3347
N -1.24154 0.34905 -0.42562 -0.3008
N -1.55705 0.95535 0.82085 -0.4162
C -1.34835 0.36321 1.95776 -0.1138
C 0.89368 -1.03345 -0.58275 -0.1568
H 2.14566 -0.92115 -2.12485 0.3687
H 2.20871 0.41267 -1.16668 0.3682
H -2.09647 1.80265 0.63976 0.3816
H -1.80542 1.03576 2.70918 0.1163
H 0.86028 -2.06129 -0.21867 0.2301
```

energy above the lowest of the compared OMol25 structures with the same formula, charge and spin	477.3	kJ/mol
LUMO	0.68	eV
total charge	0
E_tot	-281.4083	hartree
2S+1	1